Entry from the Open Molecules 2025 dataset: C21H26N2O5S in the gas phase (the ωB97M-V functional and the def2-TZVPD basis).

Calculated values
HOMO-LUMO gap: 9.0 eV
2S+1: 1
SMILES: COc1ccc(OC)c(S(=O)(=O)N2CCC(C(=O)NCc3ccccc3)CC2)c1
Calculated total energy: -46251.3829 eV
Charge: 0
Highest occupied orbital energy: -8.38 eV

Cartesian coordinates (Å):
C  -3.960  2.891  -3.092
H  3.384  -1.763  6.022
H  -3.234  1.138  -2.100
H  1.274  -2.628  5.137
H  -4.697  4.471  -4.336
C  5.442  1.257  4.561
H  -1.038  -2.353  4.549
H  -0.631  -1.305  0.295
O  0.033  -1.642  2.917
C  -0.121  -0.964  -1.762
N  1.807  -0.026  0.213
C  -1.550  -1.172  -2.260
H  -3.957  3.491  -2.194
H  -3.064  -1.097  -5.104
C  -3.548  0.788  -4.186
H  6.325  1.403  5.181
H  4.824  2.159  4.587
H  5.748  1.058  3.530
H  -0.084  -2.757  -0.554
S  1.137  0.770  1.544
H  -1.018  -0.223  -3.992
O  -2.418  -1.707  -1.606
H  -1.619  -2.758  2.915
C  1.170  -1.216  3.513
O  4.767  0.153  5.121
H  -4.703  3.089  -6.379
C  3.020  0.350  3.431
H  -0.535  0.931  -0.825
H  0.061  1.091  -2.489
C  -3.550  1.571  -3.038
H  2.238  -1.861  -0.609
C  0.086  -1.687  -0.431
C  -0.735  -2.646  3.540
C  1.588  0.710  -1.017
C  3.599  -0.239  4.548
C  1.750  -1.796  4.644
O  -0.297  0.733  1.564
C  -3.075  -0.641  -4.109
H  -3.731  -1.224  -3.456
H  -3.964  0.744  -6.285
N  -1.753  -0.728  -3.523
H  -0.195  -3.598  3.580
C  -4.375  3.440  -4.294
C  -3.962  1.346  -5.387
C  0.167  0.530  -1.557
H  0.571  -1.365  -2.514
H  1.644  -1.894  1.060
H  3.443  1.202  2.926
C  -4.379  2.665  -5.440
H  2.324  0.359  -1.750
C  1.827  -0.134  2.931
H  1.785  1.758  -0.790
O  1.739  2.074  1.541
C  1.501  -1.435  0.083
C  2.941  -1.314  5.148

Cartesian forces, eV/Å:
0.02 -0.01 0.09
0.05 -0.06 0.11
0.04 -0.04 0.13
-0.07 -0.08 0.01
-0.02 0.08 0.00
0.10 0.12 -0.05
0.03 0.01 -0.03
-0.02 -0.13 -0.06
0.14 0.04 0.03
-0.29 -0.02 0.37
-0.06 0.41 1.01
0.67 -0.07 -0.23
-0.01 0.05 0.08
-0.09 0.03 0.11
-0.01 -0.03 -0.10
-0.05 0.04 -0.09
0.01 -0.02 -0.01
-0.01 0.01 0.02
-0.02 -0.02 0.04
0.47 0.05 -0.14
0.02 -0.04 0.14
-0.31 -0.08 0.37
0.04 -0.04 0.08
0.01 0.01 -0.01
-0.08 -0.18 0.14
-0.02 0.04 -0.07
0.40 0.10 0.25
-0.08 0.05 -0.12
-0.01 0.04 0.01
-0.02 0.01 -0.04
0.01 0.05 0.11
0.13 -0.04 -0.17
-0.09 -0.18 0.05
-0.22 0.58 -0.29
-0.30 -0.11 -0.16
-0.19 0.00 -0.14
0.01 -0.28 0.11
-0.09 -0.11 0.04
0.08 0.02 -0.18
0.02 -0.07 -0.08
-0.08 0.10 -0.41
-0.03 0.04 0.02
-0.05 0.08 -0.09
0.01 -0.10 0.08
0.24 -0.10 -0.15
-0.04 0.02 -0.01
0.05 -0.18 -0.10
0.18 0.11 0.03
-0.05 0.12 -0.05
-0.01 0.03 0.09
-0.56 -0.03 -0.50
0.08 -0.01 -0.26
0.23 0.05 0.02
-0.33 -0.52 0.12
0.18 0.26 -0.12

Entry from the Open Molecules 2025 dataset: 16 unconnected molecules or ions with the total composition C16H64N32O16 (the ωB97M-V functional and the def2-TZVPD basis).

Calculated values
HOMO-LUMO gap (alpha / beta): 8.2 / 2.6 eV
<S²>: 0.758
2S+1: 2
Calculated total energy: -98078.0110 eV
Charge: +1
Highest occupied orbital energy (alpha / beta): -10.37 / -10.37 eV

Cartesian coordinates (Å):
H  -0.451  -5.055  -1.950
N  3.760  0.833  -2.160
H  -6.758  -0.001  -1.502
O  -4.415  3.675  0.099
N  0.522  0.482  -5.636
N  -5.594  3.248  1.917
C  2.257  -3.244  -1.850
H  0.082  1.369  -5.438
C  4.654  1.196  -3.094
H  -3.076  1.826  0.844
N  -2.386  -6.147  -2.348
N  -0.877  0.643  -0.581
H  -3.868  1.613  2.341
H  -1.797  0.304  -0.824
H  2.613  -3.886  3.255
H  2.725  2.175  3.553
H  -1.494  -6.581  -2.154
C  1.463  3.444  -1.342
H  -3.473  2.149  -2.131
O  0.581  4.410  3.426
C  1.284  3.476  3.135
H  0.645  5.220  -0.083
O  -3.382  -4.188  -2.711
H  -0.612  1.568  -0.888
N  2.345  -1.975  -1.812
H  1.626  2.112  1.827
H  -2.554  4.267  0.270
H  -0.770  1.104  6.151
N  -3.860  2.303  -3.051
H  6.284  1.065  3.271
N  3.556  -3.660  3.538
H  0.539  -0.947  3.126
N  0.517  -0.108  3.688
O  0.944  -3.803  2.547
H  -0.934  -3.460  -1.957
O  1.951  -0.792  -4.493
N  2.288  2.776  -0.584
H  0.624  3.508  1.305
H  -5.852  0.985  -0.391
N  5.676  0.486  -3.029
N  2.575  -3.733  -2.991
N  3.140  -2.042  2.274
H  -4.293  -2.226  -1.933
C  0.049  -0.110  -0.135
N  -4.937  -1.461  -2.079
H  2.785  -4.714  -3.109
H  -3.470  1.268  -5.882
C  4.063  -2.718  2.858
H  2.193  -1.399  -0.997
N  6.070  1.038  2.284
H  -3.555  -0.692  1.325
O  3.880  0.977  2.846
N  -5.906  0.172  -0.987
H  -0.967  4.061  -0.424
O  -0.952  -1.047  4.958
N  2.028  2.808  3.919
H  -3.120  -0.440  2.963
H  -5.752  -1.647  -2.646
H  0.259  -2.009  0.584
N  -3.299  -1.095  2.215
H  -5.792  2.574  2.644
H  4.138  -4.317  4.038
H  2.113  3.125  4.874
C  4.820  0.863  2.049
C  0.988  -0.104  -4.530
H  -2.528  -3.691  3.814
H  6.832  0.990  1.623
C  -0.235  -0.127  4.717
N  0.227  5.541  0.779
H  1.025  0.337  -6.499
H  0.413  -0.202  -2.558
H  -0.594  0.747  -3.667
N  0.236  0.209  -3.464
C  0.118  -4.499  1.930
N  -1.217  -4.417  -2.115
H  3.191  3.130  -0.301
C  -4.598  3.053  1.089
H  2.471  -1.534  -2.712
N  -0.603  -5.419  2.571
H  0.516  1.737  5.064
H  -2.567  -1.978  4.223
N  -3.836  1.789  -5.098
H  -3.179  -6.694  -2.651
O  -1.699  6.165  1.830
H  -0.926  -4.879  0.251
H  3.412  -1.186  1.811
O  5.260  -2.421  2.882
C  -2.417  -4.885  -2.420
H  0.783  6.027  1.468
O  0.346  3.183  -1.548
H  -0.477  -5.508  3.569
N  2.060  4.498  -1.765
H  2.893  1.349  -2.195
N  -0.085  1.005  5.415
N  -2.760  -2.736  3.583
N  1.070  2.935  2.007
N  -1.583  4.539  0.218
N  -0.133  -4.436  0.692
C  -1.089  5.473  1.022
H  5.297  0.591  0.177
H  -4.311  2.649  -5.332
O  -3.391  -3.218  1.565
H  2.794  -3.179  -3.806
H  3.624  0.822  0.385
O  -3.688  -0.172  -0.647
C  -3.152  -2.403  2.392
H  5.694  -0.292  -2.385
N  4.542  0.822  0.807
H  6.426  0.732  -3.659
H  3.819  -0.037  -1.651
N  -0.369  -1.282  0.273
O  -2.380  0.802  -3.718
H  0.615  -4.159  0.072
H  2.209  -2.424  2.195
H  1.119  0.670  3.462
H  3.009  4.669  -1.465
H  -4.756  2.713  -3.274
N  -3.810  2.122  1.471
C  -3.238  1.616  -3.963
H  1.590  5.094  -2.431
O  1.235  0.245  0.006
H  1.872  1.941  -0.198
O  2.120  -3.931  -0.901
O  4.421  2.069  -3.914
H  -1.171  -6.132  2.137
C  -4.762  -0.450  -1.249
H  -6.196  4.011  1.643
H  -1.327  -1.505  0.042

Cartesian forces, eV/Å:
-0.10 0.21 -0.16
-2.06 0.44 1.40
0.29 -0.02 0.25
0.72 2.70 -4.15
-0.63 0.94 -1.70
-2.61 1.08 1.20
1.42 -0.25 0.19
-0.03 -0.12 -0.79
-5.02 2.56 -0.85
-0.18 -0.11 0.09
-0.80 -6.41 -0.03
-2.57 3.51 -1.76
-0.18 0.29 -0.25
-0.32 -0.14 -0.02
-0.07 -0.74 0.76
0.72 -0.58 -0.08
-0.68 -0.48 -0.19
4.02 0.17 1.27
-0.86 0.50 0.27
-2.04 4.56 1.70
-0.97 -0.44 -0.09
0.07 0.33 -0.14
-0.35 0.17 0.05
0.05 -0.03 -0.32
-0.07 5.81 -0.09
-0.38 -0.16 -0.77
-0.58 0.05 -0.25
0.46 0.62 0.03
-0.38 1.79 3.28
0.46 -0.14 -0.19
-1.67 -4.94 2.95
0.23 0.19 -0.03
3.09 -0.64 -5.04
-0.21 0.23 -0.41
-0.77 -0.02 -0.37
3.30 -2.84 0.04
0.86 -2.36 2.30
0.12 -0.61 -0.07
-0.20 -0.02 -0.26
6.50 -3.37 -0.26
1.07 -2.82 -5.68
-2.58 3.63 -3.31
0.21 -0.29 -0.70
2.01 -1.12 1.78
1.41 -1.72 -0.94
-0.30 0.21 0.41
-0.10 0.13 0.00
4.35 1.54 0.50
-0.25 -0.32 0.07
3.71 0.24 2.91
-0.07 -0.41 -0.17
-0.36 0.04 1.53
-1.03 2.18 0.83
-0.16 -0.11 -0.38
-2.38 -1.96 1.53
2.61 -0.97 4.17
0.15 -0.37 -0.10
0.13 0.20 0.47
-0.14 0.09 -0.03
-0.35 3.39 -0.41
-0.36 0.57 -0.14
-0.16 0.17 -0.33
0.34 0.02 -0.11
-2.79 1.44 1.73
-1.59 1.15 1.07
-0.13 0.41 -0.18
-0.42 -0.17 0.17
0.02 1.42 1.09
2.94 0.80 1.38
0.01 0.32 0.29
-0.07 0.17 -0.47
-0.37 -0.47 0.79
0.06 0.42 0.79
0.72 -0.47 4.13
3.68 2.00 0.97
-0.23 -0.47 -0.15
-1.12 -0.10 1.57
-0.23 0.76 -0.04
-1.01 -1.35 2.17
-0.56 -0.16 0.50
0.54 -0.68 0.34
-0.77 -0.11 -5.40
0.29 0.03 0.12
0.81 -0.49 -0.54
0.07 0.06 0.42
-0.36 -0.39 0.03
0.72 0.57 -0.47
-1.28 4.68 -0.51
0.12 0.29 -0.23
-6.55 -1.66 -1.07
0.03 0.11 -0.22
1.36 5.08 -2.14
0.04 -0.63 0.09
-1.06 0.99 2.09
0.87 -0.27 3.53
0.03 -1.88 -4.67
-1.25 -0.88 -0.23
-0.67 0.79 -5.45
-2.27 0.17 0.44
-0.33 0.16 -0.22
0.14 -0.24 0.12
-0.63 -2.43 -3.64
-0.21 0.17 0.22
0.05 -0.26 0.60
-0.87 -0.24 -0.70
-0.19 0.08 0.37
0.66 0.13 -0.48
-0.61 -1.01 -6.36
0.12 -0.61 0.22
-0.24 0.20 -0.32
-0.60 -2.40 0.27
1.70 -0.83 0.02
0.43 0.30 -0.25
0.02 0.21 -0.16
-0.05 -0.65 0.05
-0.24 0.33 -0.75
0.33 0.01 0.82
4.17 -4.20 1.21
-0.47 -0.96 0.94
0.43 0.04 -0.01
1.39 0.53 0.03
0.36 -0.73 0.21
-1.77 -3.40 4.70
0.17 0.90 -0.12
0.23 0.40 -0.14
0.46 -0.18 1.03
-0.32 -0.33 0.60
0.01 -0.54 0.42

Entry from the Open Molecules 2025 dataset: a molecular structure, C48H47FGeN6O2SiW (the ωB97M-V functional and the def2-TZVPD basis).

Calculated values
HOMO-LUMO gap (alpha / beta): 5.3 / 5.6 eV
<S²>: 0.783
2S+1: 2
Calculated total energy: -132487.1022 eV
Charge: +3
Highest occupied orbital energy (alpha / beta): -14.84 / -15.02 eV

Cartesian coordinates (Å):
H  3.769  0.541  1.891
N  -1.174  1.062  -1.697
C  -0.609  -4.488  1.997
C  1.988  -1.058  -1.616
H  0.918  2.095  4.416
H  -4.257  0.346  0.872
C  2.429  -1.319  -3.016
C  1.740  -5.123  2.036
C  0.773  -4.159  2.057
F  0.165  -2.620  -0.225
N  -1.921  2.851  -2.708
C  -2.503  4.163  -2.905
C  -2.311  -6.260  1.997
H  -5.672  -1.818  0.086
H  -2.929  0.265  2.999
H  -3.515  4.174  -0.996
C  -1.660  2.285  -1.528
H  -5.265  -2.955  -1.200
C  -4.246  7.927  -3.519
C  -3.866  5.955  -2.115
N  1.182  -0.317  0.991
C  -0.698  2.217  2.961
H  -1.741  2.800  -0.588
H  -3.119  -1.314  3.798
C  -2.516  3.679  3.607
C  -2.249  4.834  -4.087
H  -4.337  -5.645  2.214
C  -0.125  -4.703  -1.396
C  1.782  -0.224  4.494
H  2.164  -7.247  1.935
C  -3.750  0.519  -0.072
C  -0.539  -3.431  -1.116
C  -1.877  3.938  4.819
H  -2.443  2.636  1.746
C  3.548  -0.519  1.724
C  -0.291  -2.078  4.629
H  0.468  -2.537  6.578
C  1.627  -1.004  5.629
C  2.437  -0.692  0.731
H  0.750  -5.127  -0.923
H  -1.740  2.138  -4.739
N  -4.737  8.950  -3.691
C  -3.303  -5.339  2.127
Ge  -1.477  -1.598  2.053
C  -1.610  1.927  -3.692
H  -0.630  -6.410  -2.583
H  -2.336  4.600  5.540
Si  -3.791  -0.998  -1.166
N  -1.988  -1.526  -1.113
H  2.784  -4.844  2.108
H  -3.469  4.142  3.390
H  -1.077  -2.821  4.699
H  -3.982  -0.976  2.287
C  -1.664  -2.821  -1.614
O  -0.627  1.209  0.764
H  -4.311  -2.943  0.275
H  3.311  -0.986  2.677
H  -0.210  -7.889  1.875
C  -0.947  -5.862  1.955
H  1.650  -1.057  -3.725
N  1.017  0.455  2.233
C  -2.973  -3.963  2.147
W  -0.679  -0.462  -0.189
C  -0.643  3.356  5.095
C  -0.052  2.508  4.182
H  1.853  1.033  2.372
H  4.456  -0.964  1.329
H  3.814  -1.527  -0.669
C  -0.909  -5.401  -2.311
C  -2.824  6.079  -4.287
C  0.873  -0.405  3.467
C  1.392  -6.490  1.945
C  -4.841  -2.306  -0.431
C  -4.357  -0.537  -2.854
C  -1.939  2.836  2.683
H  3.334  -0.756  -3.242
H  -4.494  6.398  -1.355
H  -0.822  -0.109  -3.480
H  2.579  0.509  4.436
H  -3.784  -3.257  2.275
H  -1.588  4.425  -4.838
H  1.071  -3.122  2.147
C  2.798  -1.191  -0.527
C  -2.044  -4.822  -2.873
H  -2.635  -5.381  -3.585
H  -0.136  3.577  6.024
H  -4.826  -1.379  -3.367
H  2.670  -2.380  -3.121
H  -5.123  0.233  -2.728
H  -2.769  0.940  0.153
C  -1.675  -3.522  2.047
C  -1.159  0.821  -3.059
C  -3.304  4.707  -1.914
H  -3.331  -3.106  -2.956
C  -3.062  -0.802  2.835
H  2.314  -0.891  6.458
H  -3.580  -0.137  -3.504
H  -4.270  1.331  -0.592
C  -0.164  -1.299  3.475
H  -2.633  6.623  -5.202
C  -2.437  -3.538  -2.524
O  0.750  -0.650  -1.499
H  -2.546  -7.317  1.959
C  0.076  -6.845  1.910
C  -0.141  1.367  1.986
C  0.588  -1.927  5.693
C  -3.634  6.638  -3.305

Cartesian forces, eV/Å:
-0.01 -0.01 0.01
-0.63 -0.18 0.54
0.01 0.13 0.11
-0.41 0.00 -0.33
-0.04 0.02 -0.01
-0.08 0.08 -0.05
0.14 -0.02 0.10
0.03 -0.13 -0.02
-0.15 0.06 -0.10
-0.05 -0.19 0.40
-0.21 0.02 0.00
0.21 -0.36 -0.01
0.12 -0.06 -0.01
-0.01 -0.05 0.01
-0.01 0.01 0.06
-0.01 -0.05 -0.03
0.41 0.40 -0.21
-0.01 0.02 0.03
0.10 -0.14 0.01
0.01 -0.03 0.06
-0.10 -0.11 0.42
0.19 0.02 -0.11
-0.07 -0.02 -0.03
-0.10 0.11 0.06
0.03 -0.03 -0.04
0.03 0.19 -0.02
0.01 0.00 0.00
-0.02 0.01 0.00
-0.05 -0.08 0.08
0.00 0.02 0.00
-0.06 0.28 0.02
0.08 -0.16 0.05
-0.02 0.03 0.03
-0.01 -0.03 0.01
-0.05 0.01 -0.05
0.10 0.02 0.08
0.00 0.01 -0.01
-0.01 0.01 -0.02
0.16 0.04 -0.03
0.01 -0.02 0.00
-0.04 -0.02 0.00
0.00 -0.01 0.02
-0.04 0.21 0.00
0.07 -0.41 1.02
-0.02 0.19 0.03
0.01 0.01 0.00
0.01 0.00 0.00
0.33 0.37 0.17
-0.06 -0.13 0.20
-0.01 -0.01 -0.01
0.00 0.00 0.02
0.00 0.01 -0.03
-0.01 -0.10 0.07
-0.51 0.43 0.09
-0.82 0.20 0.35
-0.03 0.03 0.04
0.00 -0.03 0.04
0.00 0.02 0.00
-0.06 -0.15 0.01
-0.02 0.00 0.00
-0.12 -0.16 0.07
-0.08 -0.23 0.01
1.87 0.37 -2.39
0.00 -0.01 -0.04
-0.03 0.10 0.06
0.07 -0.04 -0.07
0.01 0.02 0.02
0.00 0.01 -0.01
0.00 -0.05 0.01
0.07 -0.05 -0.07
0.17 0.29 -0.36
0.05 0.11 0.01
-0.04 -0.39 0.00
0.06 -0.10 -0.33
-0.04 0.05 0.05
0.01 -0.03 -0.01
-0.01 0.00 -0.02
-0.01 -0.03 0.04
0.02 -0.03 -0.01
0.01 -0.01 -0.04
-0.02 -0.02 0.00
-0.01 0.05 0.00
0.06 -0.04 0.23
0.05 0.05 0.04
0.01 -0.01 0.01
-0.01 0.00 0.00
0.00 0.04 -0.01
0.01 0.01 -0.02
-0.01 -0.01 -0.06
-0.22 -0.13 0.26
0.03 -0.26 -0.30
0.10 0.08 -0.01
-0.09 0.08 0.01
0.04 0.00 0.01
-0.20 0.08 -0.06
-0.01 -0.01 0.00
-0.02 0.07 -0.01
-0.05 -0.05 0.01
0.01 -0.06 0.18
-0.02 0.00 0.00
0.01 -0.11 -0.05
0.09 -0.12 -0.32
0.02 0.01 0.02
-0.08 0.02 -0.01
0.12 -0.10 0.15
-0.01 0.00 -0.01
-0.12 0.18 -0.01

Entry from the Open Molecules 2025 dataset: C2H3ClF2N2O in the gas phase (the ωB97M-V functional and the def2-TZVPD basis).

Calculated values
HOMO-LUMO gap: 10.0 eV
2S+1: 1
SMILES: [H]/N=C(/NO)C(F)(F)Cl
Calculated total energy: -25105.8657 eV
Charge: 0
Highest occupied orbital energy: -9.62 eV

Cartesian coordinates (Å):
Cl  2.273  -0.967  -0.914
F  1.960  1.155  0.436
H  -0.795  -1.100  1.229
F  1.391  -0.627  1.451
N  -0.878  -0.933  0.236
H  -2.165  0.023  -0.646
H  -0.063  1.953  -0.955
C  1.321  0.010  0.278
C  -0.123  0.183  -0.185
N  -0.701  1.142  -0.813
O  -2.219  -0.840  -0.115

Cartesian forces, eV/Å:
-0.53 0.33 0.29
-0.02 0.91 -0.10
0.06 -0.16 0.09
-0.31 -0.24 0.35
0.95 0.57 -0.71
-0.80 -0.97 0.64
-0.57 -0.94 -0.20
0.73 -0.52 -0.85
-1.40 -0.38 0.87
1.65 -0.13 0.52
0.25 1.53 -0.89